# 1
Molecular formula: C2H2LiO2Pt
Method: DFT, the ωB97M-V functional and the def2-TZVPD basis

Last column: natural (NBO) charge in e.
Cartesian coordinates (Å):
C: -1.276226 0.304443 -0.105068  0.295
C: -0.140100 -0.487700 -0.441068  -0.041
O: 1.087227 -0.069445 -0.005994  -0.899
O: -1.149301 1.569726 0.164030  -0.630
H: -1.019322 -0.037387 -1.471222  0.231
Pt: 2.128603 -1.002524 1.076545  -0.091
Li: 0.717645 1.297584 1.172101  0.899
H: -0.348528 -1.574694 -0.389322  0.235

Atomic forces in eV per Å
1.1 4.7 0.5
-1.7 -1.3 1.0
-5.4 4.4 -6.2
-0.5 -4.1 -0.2
1.3 -0.5 0.5
4.8 -4.1 5.2
-0.1 0.3 0.0
0.3 0.6 -0.8

Computed properties:
2S+1 = 4
Max |F| = 0.1804 hartree/bohr
Charge = 0

***

# 2
Molecular formula: C2H2MnO2
Method: DFT, the ωB97M-V functional and the def2-TZVPD basis

Last column: natural (NBO) charge in e.
Cartesian coordinates (Å):
O: 0.166162 0.270337 1.722081  -0.710
C: -0.336788 -0.301520 0.572102  -0.249
C: 0.049630 0.166195 -0.637981  -0.045
O: -0.212276 -0.524841 -1.789996  -0.869
Mn: -1.366211 -1.584950 -0.686748  1.265
H: 0.868049 0.990211 -0.633836  0.150
H: 0.831434 0.984570 1.454378  0.458

Atomic forces in eV per Å
0.6 0.9 -0.4
-0.1 0.1 -0.3
2.1 0.5 0.3
-0.3 0.6 -0.3
0.3 0.3 0.8
-1.3 -1.0 -0.6
-1.3 -1.4 0.5

Computed properties:
2S+1 = 6
Max |F| = 0.0420 hartree/bohr
Charge = 0

***

# 3
Molecular formula: C2H2N2
Method: DFT, the ωB97M-V functional and the def2-TZVPD basis

Last column: natural (NBO) charge in e.
Cartesian coordinates (Å):
C: -0.840456 -0.044903 -0.052762  -0.278
C: 0.540160 -0.058288 -0.065522  0.156
N: 1.562064 0.858555 -0.068000  -0.140
N: 1.557598 -0.904768 0.019503  -0.144
H: -1.584885 -0.499830 -0.525031  0.206
H: -1.234481 0.649234 0.691813  0.201

Atomic forces in eV per Å
0.1 3.0 3.1
4.5 -0.6 -0.4
-1.3 -4.1 0.2
-1.2 4.1 -0.3
-2.2 -2.4 -2.5
0.1 0.0 -0.1

Computed properties:
Max |F| = 0.0882 hartree/bohr
Structure (SMILES) = C=C1N=N1
Charge = 0

***

# 4
Molecular formula: C2H2N2
Method: DFT, the ωB97M-V functional and the def2-TZVPD basis

Last column: natural (NBO) charge in e.
Cartesian coordinates (Å):
H: -1.885993 0.785798 0.155760  0.364
N: -0.891428 0.818862 0.147818  -0.531
C: -0.137794 -0.134411 -0.089197  -0.004
C: 1.216949 -0.083153 -0.098328  0.208
N: 2.328204 -0.289578 0.028647  -0.226
H: -0.629937 -1.097519 -0.144698  0.189

Atomic forces in eV per Å
-0.6 -1.1 0.0
1.0 3.6 0.1
-4.9 -1.6 0.3
2.4 -0.1 0.2
1.5 0.0 -0.1
0.6 -0.9 -0.5

Computed properties:
Max |F| = 0.1002 hartree/bohr
Structure (SMILES) = [H]/N=C/C#N
Charge = 0

***

# 5
Molecular formula: C2H2N2
Method: DFT, the ωB97M-V functional and the def2-TZVPD basis

Last column: natural (NBO) charge in e.
Cartesian coordinates (Å):
C: -0.834847 -1.169776 1.294086  0.092
C: 0.754161 1.312043 -1.372941  0.077
N: 1.096316 1.954317 -0.501297  -0.303
N: -0.574833 -1.570863 0.271782  -0.255
H: -0.978302 -1.141664 2.417815  0.164
H: 0.537506 0.615944 -2.109445  0.226

Atomic forces in eV per Å
-5.1 9.4 15.8
0.2 -0.2 0.2
0.2 0.9 0.9
4.4 -7.6 -14.8
0.7 -1.7 -1.1
-0.5 -0.7 -1.0

Computed properties:
2S+1 = 3
Max |F| = 0.3706 hartree/bohr
Charge = 0

***

# 6
Molecular formula: C2H2N2O
Method: DFT, the ωB97M-V functional and the def2-TZVPD basis

Last column: natural (NBO) charge in e.
Cartesian coordinates (Å):
N: 1.449423 2.090106 0.770003  -0.289
C: 0.852418 1.431326 0.038676  0.231
C: -0.090394 0.739395 -0.822140  -0.474
N: -1.630760 0.483821 0.012056  0.241
O: -2.259899 1.449036 0.252071  -0.204
H: -0.594038 1.409170 -1.647430  0.250
H: 0.345767 -0.179354 -1.177988  0.244

Atomic forces in eV per Å
0.1 -0.3 -0.1
-0.8 0.7 -0.1
-2.4 2.2 -0.5
0.1 0.1 0.2
1.8 -1.0 -0.7
1.7 -1.2 1.3
-0.5 -0.4 -0.1

Computed properties:
Max |F| = 0.0634 hartree/bohr
Structure (SMILES) = N#CCN=O
Charge = 0

***

# 7
Molecular formula: C2H2N2O
Method: DFT, the ωB97M-V functional and the def2-TZVPD basis

Last column: natural (NBO) charge in e.
Cartesian coordinates (Å):
C: -1.044616 0.485387 0.032149  0.112
N: 0.196732 1.146651 -0.057572  -0.495
C: 1.082125 0.262212 0.041547  0.340
O: 0.524017 -0.975799 -0.045013  -0.293
N: -0.849406 -0.866125 0.020192  -0.115
H: -2.044702 1.008979 0.017591  0.230
H: 2.196227 0.348140 0.161986  0.220

Atomic forces in eV per Å
1.5 -2.2 -0.9
-2.3 2.3 1.1
0.4 -2.0 -0.8
0.7 -0.5 1.0
-0.3 3.5 -0.2
1.5 -0.9 0.1
-1.5 -0.2 -0.4

Computed properties:
Max |F| = 0.0684 hartree/bohr
Structure (SMILES) = c1ncon1
Charge = 0

***

# 8
Molecular formula: C2H2N2O
Method: DFT, the ωB97M-V functional and the def2-TZVPD basis

Last column: natural (NBO) charge in e.
Cartesian coordinates (Å):
C: -0.465355 -0.392310 -0.785945  -0.380
C: 0.318263 0.019028 0.034253  0.287
O: 0.890091 0.388487 1.201834  -0.672
H: -1.066736 -0.706115 -1.692913  0.258
H: 1.373113 -0.333878 1.646525  0.506
N: -1.024089 -2.677670 2.226176  -0.014
N: -2.033964 -2.484337 1.812475  0.015

Atomic forces in eV per Å
-0.5 -0.2 -1.8
-0.3 -0.5 1.9
-0.1 -0.2 -1.3
1.3 0.7 1.8
-0.4 0.2 -0.6
-2.6 0.5 -1.1
2.6 -0.5 1.1

Computed properties:
Max |F| = 0.0556 hartree/bohr
Structure (SMILES) = C#CO.N#N
Charge = 0

***

# 9
Molecular formula: C2H2N2O
Method: DFT, the ωB97M-V functional and the def2-TZVPD basis

Last column: natural (NBO) charge in e.
Cartesian coordinates (Å):
C: 1.380981 -0.445251 -0.338100  0.036
C: -0.476465 0.358874 1.082625  0.620
N: 0.329481 -0.316433 -0.980351  -0.252
N: -0.711680 0.100520 -0.259646  -0.511
O: -1.243707 0.791101 1.875844  -0.494
H: 2.343580 -0.737020 -0.683633  0.191
H: -1.622191 0.248209 -0.696740  0.412

Atomic forces in eV per Å
-1.2 0.4 0.4
-0.5 0.3 0.1
1.1 -0.4 -0.4
-1.3 0.4 0.5
0.9 -0.5 -0.6
0.6 -0.2 -0.2
0.4 -0.1 0.1

Computed properties:
Max |F| = 0.0288 hartree/bohr
Charge = 0

***

# 10
Molecular formula: C2H2N2O
Method: DFT, the ωB97M-V functional and the def2-TZVPD basis

Last column: natural (NBO) charge in e.
Cartesian coordinates (Å):
C: 0.189204 1.513967 0.608481  0.159
C: -0.274853 -0.882975 -0.190949  0.008
N: 0.068134 2.573713 0.996623  -0.427
N: 0.981676 -0.216677 -0.231808  0.109
O: 0.352922 -0.487492 -1.378637  -0.255
H: -0.139413 -2.022817 -0.054664  0.180
H: -1.177669 -0.477718 0.250955  0.224

Atomic forces in eV per Å
2.0 -4.1 -2.3
0.3 -4.6 0.8
-0.5 2.2 1.0
-0.9 2.9 1.8
-0.6 1.0 -0.5
-0.5 1.9 -0.1
0.2 0.6 -0.7

Computed properties:
Max |F| = 0.0994 hartree/bohr
Charge = 0

***

# 11
Molecular formula: C2H2N2O
Method: DFT, the ωB97M-V functional and the def2-TZVPD basis

Last column: natural (NBO) charge in e.
Cartesian coordinates (Å):
O: 0.717617 2.029993 0.198015  -0.490
C: -0.277499 1.348912 0.078683  0.313
C: -0.232851 -0.072336 0.300027  0.063
N: 0.628379 -0.897538 0.111424  -0.030
N: 0.950353 -2.063553 -0.156640  -0.319
H: -1.276511 1.766735 -0.096487  0.141
H: -0.509486 -2.112211 -0.435023  0.323

Atomic forces in eV per Å
-0.4 0.0 -0.1
0.1 0.6 -0.1
1.9 1.9 1.4
-1.6 0.2 0.1
-4.9 -0.4 -1.1
0.0 0.1 -0.1
5.0 -2.4 -0.1

Computed properties:
Max |F| = 0.1083 hartree/bohr
Charge = 0

***

# 12
Molecular formula: C2H2N2O2
Method: DFT, the ωB97M-V functional and the def2-TZVPD basis

Last column: natural (NBO) charge in e.
Cartesian coordinates (Å):
O: 2.486741 0.130240 -0.028208  -0.505
C: 1.380043 -0.275740 0.030745  0.990
N: -0.099730 0.850868 -0.073239  -0.753
C: -1.080122 -0.027911 -0.000371  0.187
N: -0.856743 -1.298584 0.127034  -0.152
O: 0.744896 -1.379061 0.157480  -0.406
H: -0.416773 1.826243 -0.174514  0.413
H: -2.158312 0.173946 -0.038926  0.225

Atomic forces in eV per Å
-1.4 -0.5 0.1
-1.4 1.7 -0.2
0.6 -0.8 0.1
0.1 -0.7 0.1
1.5 0.0 0.0
-0.9 0.7 -0.1
1.1 -0.6 0.1
0.4 0.2 0.0

Computed properties:
Max |F| = 0.0421 hartree/bohr
Charge = 0

***

# 13
Molecular formula: C2H2N2O2
Method: DFT, the ωB97M-V functional and the def2-TZVPD basis

Last column: natural (NBO) charge in e.
Cartesian coordinates (Å):
C: -0.485041 0.458204 -2.592612  -0.039
N: -0.835081 0.107189 -1.522196  0.200
O: -0.798894 -0.381343 -0.431071  -0.404
H: -0.734805 0.801094 -3.560008  0.243
N: 0.984621 -0.768113 1.632476  -0.755
C: 0.654663 0.148101 2.330926  0.862
O: 0.600071 0.994018 3.126038  -0.522
H: 0.614466 -1.359150 1.016445  0.414

Atomic forces in eV per Å
-1.3 -0.2 1.6
2.1 -0.2 -1.7
-1.0 0.2 0.3
0.0 0.2 -0.4
1.7 2.5 2.8
0.9 -0.8 0.1
-0.6 0.6 0.1
-1.9 -2.3 -2.8

Computed properties:
Max |F| = 0.0802 hartree/bohr
Structure (SMILES) = C#[N+][O-].N=C=O
Charge = 0

***

# 14
Molecular formula: C2H2N2O2
Method: DFT, the ωB97M-V functional and the def2-TZVPD basis

Last column: natural (NBO) charge in e.
Cartesian coordinates (Å):
O: -1.969272 -0.024477 -0.090383  -0.546
C: -0.832251 0.016625 0.108144  0.706
N: 0.016471 -1.174503 0.099677  -0.491
C: 1.146130 -0.695414 -0.099594  0.374
O: 1.389736 0.574892 0.007740  -0.272
N: 0.079016 1.004386 -0.014176  -0.354
H: 2.098794 -1.097915 -0.136558  0.181
H: -0.014191 1.958146 0.147896  0.403

Atomic forces in eV per Å
-4.4 0.9 0.3
4.1 -2.8 -1.1
-1.4 -0.1 -0.3
2.3 -2.1 1.4
-1.5 2.4 -0.6
-0.2 2.1 0.3
1.4 -2.2 -0.4
-0.3 1.7 0.3

Computed properties:
Max |F| = 0.0991 hartree/bohr
Structure (SMILES) = O=c1nco[nH]1
Charge = 0

***

# 15
Molecular formula: C2H2N2O2
Method: DFT, the ωB97M-V functional and the def2-TZVPD basis

Last column: natural (NBO) charge in e.
Cartesian coordinates (Å):
O: -1.249183 1.940995 0.093154  -0.579
C: -0.518232 1.015380 -0.100593  0.848
N: -0.414761 -0.250412 0.539228  -0.640
C: 0.607069 -0.939109 -0.062185  0.171
N: 1.164873 -0.211554 -0.976257  -0.140
O: 0.438993 0.966663 -1.034180  -0.322
H: -1.045306 -0.608712 1.250638  0.434
H: 1.016546 -1.913251 0.290195  0.229

Atomic forces in eV per Å
0.0 -0.4 0.2
-0.4 -0.9 0.8
-0.5 0.3 0.0
0.6 0.5 0.2
0.2 -1.4 0.2
0.4 0.5 -0.5
0.3 0.4 -0.4
-0.6 1.0 -0.6

Computed properties:
Max |F| = 0.0268 hartree/bohr
Structure (SMILES) = O=c1[nH]cno1
Charge = 0

***

# 16
Molecular formula: C2H2N2O2
Method: DFT, the ωB97M-V functional and the def2-TZVPD basis

Last column: natural (NBO) charge in e.
Cartesian coordinates (Å):
O: 0.555048 0.753854 -1.487937  -0.611
C: 0.137448 0.234880 -0.358302  0.471
C: 0.605418 -0.806299 0.394621  -0.164
N: -0.569864 -0.940305 1.156008  0.081
O: -0.875649 0.272560 1.638663  -0.232
N: -1.126318 0.607981 0.157414  -0.292
H: -0.052326 1.465223 -1.753985  0.512
H: 1.326242 -1.587893 0.253517  0.234

Atomic forces in eV per Å
0.2 -0.3 -0.3
-3.8 2.8 -0.2
-1.7 -1.4 1.4
4.3 -3.6 3.6
-1.8 -0.9 -3.1
2.9 3.6 -1.5
0.0 -0.1 0.2
-0.1 -0.1 -0.2

Computed properties:
Max |F| = 0.1295 hartree/bohr
Structure (SMILES) = Oc1cnon1
Charge = 0

***

# 17
Molecular formula: C2H2N2O2
Method: DFT, the ωB97M-V functional and the def2-TZVPD basis

Last column: natural (NBO) charge in e.
Cartesian coordinates (Å):
O: -0.238706 -1.018265 -2.118114  -0.564
C: -0.027645 -0.367238 -1.131867  0.865
N: -0.428760 -0.555766 0.275225  -0.654
C: 0.127714 0.473359 0.966936  0.180
N: 0.797216 1.296395 0.244330  -0.142
O: 0.691754 0.780492 -1.083485  -0.341
H: -0.973123 -1.238715 0.806952  0.437
H: 0.051550 0.629738 2.040023  0.220

Atomic forces in eV per Å
0.0 0.5 1.2
-0.5 -0.5 1.1
0.3 0.2 -0.6
0.3 0.5 -0.2
-0.1 -0.3 -0.2
-0.1 -0.2 0.3
0.3 0.0 -1.3
-0.1 -0.2 -0.3

Computed properties:
Max |F| = 0.0264 hartree/bohr
Structure (SMILES) = O=c1[nH]cno1
Charge = 0

***

# 18
Molecular formula: C2H2N2O2S
Method: DFT, the ωB97M-V functional and the def2-TZVPD basis

Last column: natural (NBO) charge in e.
Cartesian coordinates (Å):
O: 2.384267 -0.297406 -1.298464  -0.637
C: 1.246819 -0.231771 -0.484026  0.808
N: 0.745539 0.830390 0.108015  -0.519
C: -0.578190 0.350592 0.439844  0.053
S: -1.773079 0.983355 1.135837  0.090
N: -0.865964 -0.878745 -0.289203  -0.281
O: 0.578155 -1.352285 -0.669089  -0.404
H: 2.498940 -1.378331 -1.447332  0.505
H: -0.997860 -1.532274 0.547769  0.385

Atomic forces in eV per Å
-0.9 -3.3 1.9
1.7 1.2 -2.7
-0.6 -2.8 -0.2
4.0 -0.8 -3.6
-3.3 2.3 2.7
2.4 -2.0 2.4
-2.5 0.6 0.8
-0.3 4.2 0.3
-0.4 0.6 -1.7

Computed properties:
Max |F| = 0.1052 hartree/bohr
Structure (SMILES) = Oc1nc(=S)[nH]o1
Charge = 0

***

# 19
Molecular formula: C2H2N2O2S2
Method: DFT, the ωB97M-V functional and the def2-TZVPD basis

Last column: natural (NBO) charge in e.
Cartesian coordinates (Å):
C: 0.309447 0.677976 0.151853  0.261
C: 2.391962 0.536995 0.619758  -0.030
N: 1.402769 1.310521 0.590977  -0.498
N: 0.467823 -0.672046 -0.017643  -0.672
O: 3.981257 -1.162202 0.263921  -0.947
O: 4.322908 0.882153 -1.092143  -0.928
S: 2.118509 -1.238068 -0.025157  0.631
S: 4.315596 0.378079 0.272300  1.548
H: -0.494462 1.334390 0.063482  0.214
H: -0.289659 -1.268280 -0.251123  0.420

Atomic forces in eV per Å
1.3 -3.4 0.7
1.4 -3.5 -1.5
0.4 1.0 0.0
-1.0 3.7 -0.4
1.8 0.9 0.1
0.3 0.3 0.0
-0.3 2.5 1.8
-1.1 -1.1 0.1
-2.1 0.0 -0.4
-0.8 -0.3 -0.4

Computed properties:
Max |F| = 0.0784 hartree/bohr
Charge = 0

***

# 20
Molecular formula: C2H2N2O2Si
Method: DFT, the ωB97M-V functional and the def2-TZVPD basis

Last column: natural (NBO) charge in e.
Cartesian coordinates (Å):
N: -3.925621 0.808592 0.168253  -0.245
C: -2.818721 0.544037 0.011339  -0.221
Si: -1.049657 0.003813 -0.030291  1.998
O: -0.406740 0.472590 -1.452397  -1.070
O: -0.381801 0.216277 1.398632  -1.050
C: -1.143840 -1.862980 -0.135194  -0.194
N: -0.919764 -2.973615 0.023569  -0.263
H: 0.209319 1.196274 -1.583946  0.528
H: -0.860294 0.863244 1.915320  0.517

Atomic forces in eV per Å
-0.1 0.1 -0.1
0.2 0.2 0.3
-0.9 -1.7 -2.0
0.0 0.0 0.8
0.5 0.7 0.4
0.4 1.2 0.0
-0.1 -0.8 -0.1
0.0 0.0 0.1
0.1 0.3 0.6

Computed properties:
Max |F| = 0.0542 hartree/bohr
Structure (SMILES) = N#C[Si](O)(O)C#N
Charge = 0

***

For each record above, in turn, the calculated energy relative to the best compared isomer or geometry (same formula, charge and spin) values are 0.0, 0.0, 478.5, 39.3, 299.2, 342.4, 164.6, 173.5, 419.2, 612.7, 647.6, 279.5, 359.5, 258.3, 117.0, 780.2, 131.1, 258.4, 295.3, 21.9 kJ/mol.